# 1
Entry from OMol25: a 13-piece molecular cluster, C91H211N13O20 overall (the ωB97M-V functional and the def2-TZVPD basis).

```
335
Properties=species:S:1:pos:R:3:mulliken_charge:R:1
C 4.79 1.59 4.73 -1.43
C 3.70 1.94 3.76 0.58
C 4.32 2.90 2.77 0.75
O 4.91 3.99 3.54 -0.64
C 5.74 4.84 2.68 0.39
N 3.12 0.85 2.98 1.45
H 5.41 0.87 4.23 0.13
H 4.26 1.16 5.62 0.31
H 5.45 2.43 5.03 0.28
H 2.98 2.56 4.40 -0.05
H 3.54 3.37 2.11 -0.22
H 5.04 2.35 2.08 -0.16
H 6.76 4.37 2.56 0.37
H 5.85 5.84 3.09 -0.60
H 5.23 4.87 1.69 -0.03
H 2.22 1.11 2.65 -1.02
H 2.78 0.11 3.62 -1.09
C 2.97 -3.99 0.95 -1.57
O 3.57 -4.37 -0.31 0.45
C 4.36 -5.51 -0.22 -0.74
C 4.84 -5.83 -1.65 -0.77
N 3.72 -6.01 -2.56 0.38
C 4.18 -6.66 -3.80 -0.86
C 5.12 -5.78 -4.59 -0.78
O 4.42 -4.55 -4.87 -0.14
C 5.18 -3.44 -5.21 -0.20
H 3.76 -3.80 1.70 0.84
H 2.31 -4.83 1.29 0.27
H 2.44 -3.07 0.75 -0.14
H 3.78 -6.42 0.17 0.14
H 5.24 -5.47 0.45 0.41
H 5.35 -6.82 -1.61 0.42
H 5.67 -5.12 -2.05 0.11
H 3.35 -5.12 -2.85 -0.01
H 3.26 -6.87 -4.37 -0.09
H 4.73 -7.56 -3.72 0.59
H 5.29 -6.30 -5.53 0.48
H 6.04 -5.60 -4.07 0.49
H 4.51 -2.60 -5.36 -0.29
H 5.83 -3.50 -6.09 0.33
H 5.80 -3.15 -4.31 0.16
C -5.56 0.76 0.70 -1.14
O -6.44 -0.40 0.86 -0.10
C -7.33 -0.41 1.98 -0.63
C -8.44 -1.48 1.76 -0.78
N -7.72 -2.77 1.92 0.42
C -8.49 -3.93 1.81 -1.17
C -8.57 -4.52 0.45 -0.66
O -7.22 -4.76 -0.05 -0.21
C -6.59 -5.87 0.48 -0.23
H -4.93 0.59 -0.17 0.23
H -4.94 0.91 1.56 0.47
H -6.10 1.70 0.51 0.42
H -7.75 0.62 2.03 0.53
H -6.89 -0.59 2.97 0.23
H -8.82 -1.29 0.75 0.26
H -9.18 -1.36 2.56 0.46
H -6.96 -2.73 1.24 -0.11
H -9.48 -3.65 2.10 0.53
H -8.19 -4.72 2.46 0.36
H -9.06 -3.93 -0.30 0.33
H -9.03 -5.53 0.53 0.43
H -5.48 -5.82 0.34 -0.32
H -6.82 -6.75 -0.08 0.35
H -6.83 -6.09 1.54 0.33
C -7.58 -0.19 5.57 -0.93
O -7.24 -1.53 5.24 -0.23
C -6.10 -2.08 5.91 -0.35
C -5.93 -3.45 5.32 -0.91
N -5.15 -3.35 4.10 0.75
C -4.26 -4.51 3.82 -1.68
C -3.07 -4.11 3.02 1.53
O -3.44 -3.80 1.71 1.00
C -3.04 -2.55 1.21 0.25
H -8.03 -0.25 6.56 0.36
H -8.23 0.29 4.89 0.29
H -6.70 0.44 5.68 0.34
H -6.33 -2.01 7.00 0.48
H -5.26 -1.47 5.72 0.18
H -6.91 -3.84 5.11 0.32
H -5.44 -4.05 6.06 0.49
H -5.80 -3.28 3.34 -0.49
H -4.74 -5.40 3.30 0.16
H -3.92 -4.94 4.74 0.66
H -2.27 -4.85 3.04 -0.06
H -2.57 -3.26 3.44 -1.17
H -3.84 -2.14 0.61 0.07
H -2.09 -2.51 0.64 -0.51
H -2.82 -1.90 2.07 -0.59
C -6.35 -2.30 -2.33 -0.19
O -4.97 -2.53 -2.56 -0.47
C -4.61 -3.86 -2.31 1.12
C -4.88 -4.86 -3.47 -1.67
N -4.11 -4.46 -4.64 0.44
C -4.54 -5.17 -5.89 -1.06
C -3.41 -5.00 -6.94 0.17
O -3.40 -3.74 -7.49 -0.30
C -4.50 -3.43 -8.37 -0.84
H -6.96 -3.04 -2.94 0.19
H -6.59 -1.35 -2.68 0.41
H -6.63 -2.46 -1.24 -0.21
H -5.18 -4.13 -1.44 0.32
H -3.50 -3.89 -2.29 -0.54
H -5.95 -4.98 -3.73 0.44
H -4.53 -5.84 -3.12 0.29
H -4.33 -3.46 -4.77 0.19
H -5.46 -4.69 -6.37 0.26
H -4.80 -6.19 -5.79 0.62
H -3.50 -5.75 -7.69 0.52
H -2.46 -5.12 -6.45 -0.44
H -4.25 -2.64 -9.03 0.27
H -5.38 -3.17 -7.80 0.29
H -4.65 -4.32 -9.05 0.33
C -1.12 -1.36 -2.82 -1.21
O -0.79 -0.98 -1.52 0.25
C 0.62 -0.98 -1.24 -1.56
C 0.71 -1.03 0.30 1.36
N -0.25 -0.14 1.00 0.33
C -0.04 1.27 0.55 -0.01
C -0.58 2.26 1.52 -0.42
O 0.09 2.22 2.77 0.62
C -0.57 2.96 3.77 -1.04
H -2.19 -1.27 -2.98 0.35
H -0.79 -2.40 -3.00 0.14
H -0.66 -0.73 -3.60 0.37
H 1.04 -0.02 -1.58 0.37
H 1.11 -1.87 -1.69 0.59
H 1.68 -0.79 0.67 -0.34
H 0.56 -2.05 0.74 -0.27
H -1.19 -0.49 0.74 -0.29
H -0.36 1.48 -0.52 0.08
H 1.03 1.50 0.55 -0.38
H -1.61 1.93 1.75 0.34
H -0.61 3.27 1.12 -0.25
H -0.13 2.98 4.79 0.29
H -1.59 2.69 3.92 0.46
H -0.58 3.95 3.37 -0.23
C 1.85 4.86 -1.43 -0.72
O 2.45 5.92 -0.79 -0.53
C 3.77 6.19 -1.32 -0.74
C 4.16 7.50 -0.74 -0.55
N 4.27 7.51 0.68 0.44
C 4.80 8.86 1.10 -0.62
C 5.53 8.85 2.49 -0.90
O 4.66 8.39 3.46 0.12
C 5.32 8.26 4.68 -0.93
H 1.55 5.18 -2.44 0.33
H 1.00 4.58 -0.84 0.12
H 2.47 4.02 -1.56 0.21
H 3.68 6.36 -2.38 0.46
H 4.41 5.34 -0.99 0.08
H 3.43 8.24 -1.15 0.21
H 5.12 7.63 -1.21 0.60
H 3.42 7.15 1.16 -0.51
H 3.96 9.56 1.10 0.13
H 5.50 9.14 0.33 0.59
H 5.82 9.92 2.74 0.40
H 6.40 8.23 2.36 0.42
H 5.83 9.17 4.96 0.34
H 6.02 7.35 4.56 0.28
H 4.56 7.96 5.47 0.22
C 4.13 -1.10 -9.09 -0.83
O 2.96 -1.42 -8.32 -0.26
C 2.85 -0.63 -7.11 -0.45
C 1.42 -0.82 -6.63 -0.50
N 1.20 -2.26 -6.26 0.10
C -0.17 -2.63 -5.97 -2.02
C -0.14 -4.05 -5.46 0.95
O 0.11 -4.88 -6.64 -0.61
C 0.41 -6.21 -6.21 0.04
H 4.32 -0.03 -9.21 0.32
H 3.94 -1.46 -10.13 0.25
H 5.07 -1.50 -8.74 0.29
H 3.00 0.47 -7.32 0.44
H 3.60 -0.88 -6.41 0.13
H 0.64 -0.42 -7.42 0.24
H 1.35 -0.34 -5.65 0.25
H 1.42 -2.80 -7.12 0.31
H -0.79 -2.66 -6.83 0.70
H -0.57 -2.04 -5.24 0.51
H -1.00 -4.37 -4.86 -0.05
H 0.79 -4.02 -4.80 0.17
H 0.66 -6.87 -7.05 0.45
H -0.44 -6.69 -5.73 0.15
H 1.19 -6.21 -5.44 -0.45
C 1.71 5.84 3.23 -1.76
C 0.74 6.99 3.22 2.61
C 1.22 7.97 4.35 -1.11
C 0.68 9.45 4.21 -0.89
C 1.11 10.06 2.89 -0.78
C 0.56 9.20 1.83 1.24
N 1.00 7.80 1.96 0.03
O 0.47 7.02 0.90 1.69
C -0.97 9.37 1.71 -1.73
C 1.20 9.69 0.47 -0.91
C -0.69 6.58 3.50 -1.83
H 1.39 5.01 2.67 0.05
H 1.87 5.50 4.24 0.70
H 2.68 6.25 2.96 -0.17
H 0.99 7.50 5.27 0.74
H 2.32 8.03 4.31 -0.10
H 1.03 9.97 5.16 0.42
H -0.43 9.57 4.34 0.37
H 2.21 10.01 2.77 -0.05
H 0.83 11.13 2.88 0.40
H -1.16 10.24 1.07 0.55
H -1.45 8.47 1.27 0.08
H -1.35 9.68 2.65 0.31
H 1.12 10.76 0.31 0.55
H 2.34 9.49 0.38 -0.53
H 0.78 9.10 -0.33 -0.16
H -1.06 5.84 2.79 -0.17
H -1.37 7.41 3.42 0.51
H -0.76 6.17 4.46 0.53
H 1.21 6.67 0.44 -0.08
C 3.95 1.45 -0.87 -1.63
C 5.24 0.53 -0.81 1.92
C 6.45 1.39 -1.40 -1.11
C 7.74 0.49 -1.30 -0.75
C 8.09 0.19 0.16 -1.39
C 6.93 -0.59 0.75 1.71
N 5.65 0.08 0.51 0.39
O 4.62 -0.79 1.02 1.70
C 7.04 -2.03 0.36 -1.77
C 7.02 -0.58 2.32 -1.86
C 4.86 -0.66 -1.73 -1.58
H 3.73 1.94 -1.86 0.48
H 4.15 2.16 -0.07 0.02
H 3.01 0.85 -0.65 -0.29
H 6.16 1.74 -2.36 0.56
H 6.55 2.27 -0.71 0.18
H 8.51 0.98 -1.82 0.55
H 7.55 -0.45 -1.89 0.19
H 8.24 1.06 0.78 0.42
H 8.98 -0.39 0.26 0.36
H 7.79 -2.51 0.97 0.58
H 6.09 -2.56 0.56 0.01
H 7.24 -2.18 -0.72 0.30
H 7.28 0.43 2.58 0.45
H 6.06 -0.83 2.70 0.07
H 7.80 -1.22 2.77 0.42
H 3.97 -1.08 -1.25 -0.16
H 5.55 -1.46 -1.76 0.13
H 4.67 -0.31 -2.75 0.67
H 4.20 -0.32 1.76 -0.62
C 0.66 -9.37 -1.65 -2.23
C -0.16 -8.21 -1.78 2.20
C -1.69 -8.58 -1.74 -1.56
C -2.63 -7.40 -1.49 0.77
C -2.23 -6.57 -0.25 -1.08
C -0.78 -6.09 -0.36 1.99
N 0.04 -7.33 -0.57 -0.24
O 1.42 -6.98 -0.48 -0.35
C -0.69 -4.95 -1.37 0.62
C -0.34 -5.49 1.02 -0.29
C -0.02 -7.50 -3.18 -0.96
H 0.63 -9.79 -0.69 0.54
H 0.39 -10.16 -2.32 0.52
H 1.69 -9.12 -1.95 0.22
H -1.87 -9.23 -2.71 0.21
H -1.81 -9.33 -0.88 0.36
H -2.62 -6.74 -2.41 -0.91
H -3.71 -7.65 -1.37 0.60
H -2.20 -7.28 0.59 0.66
H -2.91 -5.77 0.10 -0.46
H -1.17 -5.13 -2.34 -0.63
H 0.35 -4.82 -1.64 0.28
H -1.08 -3.95 -1.03 -0.57
H -0.67 -6.22 1.83 0.53
H -0.91 -4.57 1.21 -0.41
H 0.75 -5.37 1.07 -0.52
H 0.40 -8.15 -3.94 0.53
H -1.03 -7.26 -3.60 0.03
H 0.59 -6.59 -3.24 -0.24
H 1.72 -6.56 -1.32 0.28
C 2.43 -2.37 5.23 -0.89
C 1.14 -2.85 4.75 1.11
C 0.40 -3.69 5.88 -1.33
C -0.23 -2.84 6.91 -0.97
C -1.26 -1.97 6.15 -1.10
C -0.62 -1.04 5.15 2.16
N 0.19 -1.84 4.25 0.59
O 0.93 -0.95 3.33 3.45
C -1.64 -0.26 4.31 -0.04
C 0.17 0.02 5.91 -1.56
C 1.43 -3.82 3.57 -0.57
H 3.13 -3.17 5.13 0.61
H 2.46 -1.85 6.27 0.19
H 2.79 -1.62 4.50 -0.44
H -0.39 -4.30 5.40 0.21
H 1.15 -4.38 6.31 0.46
H 0.48 -2.25 7.50 0.44
H -0.67 -3.44 7.66 0.54
H -1.79 -1.37 6.88 0.59
H -1.97 -2.63 5.67 -0.20
H -1.06 0.44 3.75 -0.77
H -2.12 -0.96 3.66 -1.00
H -2.43 0.24 4.85 0.77
H 0.82 0.62 5.20 -0.30
H -0.65 0.56 6.49 0.53
H 0.92 -0.27 6.61 0.27
H 2.15 -4.62 3.76 0.71
H 1.87 -3.11 2.87 -0.42
H 0.54 -4.27 3.16 -0.25
H 0.27 -0.71 2.65 -1.08
C -2.18 7.62 -3.94 -1.66
C -2.74 7.93 -2.54 1.58
C -4.31 8.04 -2.66 -1.08
C -4.96 6.67 -2.89 -0.90
C -4.59 5.74 -1.77 -1.32
C -3.08 5.60 -1.61 1.88
N -2.46 6.97 -1.46 0.18
O -1.07 6.75 -1.36 0.46
C -2.85 4.93 -0.21 -2.34
C -2.33 4.71 -2.62 -1.17
C -2.23 9.35 -2.04 -1.76
H -2.26 8.56 -4.52 0.50
H -2.71 6.77 -4.44 0.29
H -1.11 7.44 -3.97 0.17
H -4.60 8.36 -1.65 0.38
H -4.59 8.77 -3.44 0.44
H -4.60 6.22 -3.75 0.37
H -6.06 6.87 -2.93 0.41
H -5.04 4.76 -1.88 0.42
H -4.95 6.12 -0.85 0.53
H -3.53 5.38 0.50 0.51
H -3.10 3.85 -0.17 0.40
H -1.84 5.10 0.10 0.30
H -1.90 3.81 -2.09 -0.13
H -3.09 4.32 -3.29 0.41
H -1.50 5.20 -3.09 0.29
H -2.96 10.13 -2.47 0.39
H -1.19 9.63 -2.22 0.32
H -2.31 9.39 -0.97 0.36
H -0.83 7.16 -0.49 0.05
```

Output
ΔE to the lowest compared entry with this formula, charge and spin, kcal/mol: 69.1

=====

# 2
Entry from OMol25: C9H26Mn2O11S3 as an isolated structure (the ωB97M-V functional and the def2-TZVPD basis).

```
51
Properties=species:S:1:pos:R:3:lowdin_spin:R:1
Mn -0.25 -3.55 -2.73 4.82
Mn 0.16 -0.65 -3.69 4.75
O 0.48 -1.80 -2.06 0.16
H 0.36 -1.49 -1.14 0.01
O -0.39 -2.44 -4.49 0.13
H -0.25 -2.70 -5.42 0.01
O -4.15 0.61 -2.28 0.00
S -2.76 0.64 -2.00 0.00
O -1.82 -0.26 -2.68 0.04
O -2.14 2.17 -2.21 0.00
C -2.78 3.31 -1.70 0.00
C -1.72 4.40 -1.26 0.00
C -2.56 0.45 -0.06 0.00
H -3.50 3.11 -0.90 0.00
H -3.33 3.75 -2.52 0.00
H -2.21 5.34 -0.99 0.00
H -0.97 4.62 -2.03 0.00
H -1.20 3.99 -0.39 0.00
H -3.16 1.26 0.36 0.00
H -1.49 0.42 0.14 0.00
H -2.96 -0.53 0.21 0.00
O 0.43 -1.54 3.53 0.00
S -0.30 -2.32 2.54 0.00
O -1.54 -1.88 1.92 0.00
O 0.66 -2.83 1.30 0.00
C 2.10 -2.64 1.35 0.00
C 2.82 -3.63 2.33 0.00
C -0.56 -4.05 3.22 0.00
H 2.44 -1.61 1.44 0.00
H 2.47 -3.04 0.41 0.00
H 3.86 -3.40 2.13 0.00
H 2.55 -4.65 2.07 0.00
H 2.81 -3.51 3.42 0.00
H -1.54 -4.03 3.70 0.00
H 0.22 -4.28 3.95 0.00
H -0.33 -4.64 2.33 0.00
O 0.44 1.06 -2.54 0.04
S 1.23 1.80 -1.54 0.01
O 1.55 3.19 -1.78 0.00
O 0.54 1.70 -0.02 0.00
C 1.08 2.54 0.95 0.00
C 0.36 2.19 2.20 0.00
C 2.78 0.82 -1.15 0.00
H 0.89 3.60 0.81 0.00
H 2.17 2.44 0.95 0.00
H 0.42 3.01 2.92 0.00
H 0.71 1.22 2.56 0.00
H -0.71 2.06 2.03 0.00
H 3.34 1.36 -0.38 0.00
H 3.33 0.53 -2.04 0.00
H 2.41 -0.12 -0.76 0.00
```

Output
Multiplicity: 11
ΔE to the lowest compared entry with this formula, charge and spin, kcal/mol: 75.4
Net charge: +2

=====

# 3
Entry from OMol25: a single C7H8 molecule (the ωB97M-V functional and the def2-TZVPD basis).

```
15
Properties=species:S:1:pos:R:3:mulliken_charge:R:1
C -1.34 0.31 -0.93 0.56
C -1.68 1.33 -1.61 -0.97
C -0.61 -0.59 -0.04 0.22
C 0.40 0.27 0.21 0.41
C -0.14 1.47 -0.73 -0.42
C -1.04 -2.05 0.13 -1.32
C 1.70 0.56 0.86 -0.99
H 0.51 1.64 -1.55 0.29
H -0.28 2.42 -0.18 0.36
H -1.19 -2.50 -0.77 0.37
H -1.94 -2.07 0.80 0.28
H -0.30 -2.64 0.71 0.33
H 1.83 1.71 0.84 0.32
H 2.48 -0.10 0.34 0.24
H 1.61 0.24 1.91 0.31
```

Output
ΔE to the lowest compared entry with this formula, charge and spin, kcal/mol: 135.6

=====

# 4
Entry from OMol25: C17H20Br2N4O5S4Y as an isolated structure (the ωB97M-V functional and the def2-TZVPD basis).

```
53
Properties=species:S:1:pos:R:3:mulliken_charge:R:1
Y 0.25 0.27 -0.88 1.38
C -3.32 -2.70 0.80 -1.01
N -3.54 -1.25 0.74 0.12
C -4.92 -0.82 0.89 -0.96
C -2.53 -0.43 0.51 1.02
O -1.35 -0.83 0.40 -0.84
C -2.80 1.07 0.39 -1.20
O -1.58 1.69 0.04 -0.21
C -1.19 2.87 0.72 -0.88
C 0.26 2.68 1.17 0.66
O 0.79 1.57 1.00 -0.71
N 0.89 3.71 1.70 0.14
C 0.29 5.03 1.87 -0.97
C 2.32 3.63 2.01 -0.99
H -3.92 -3.18 0.03 0.34
H -3.63 -3.07 1.78 0.33
H -2.27 -2.91 0.64 0.27
H -5.53 -1.23 0.08 0.35
H -5.02 0.26 0.88 0.34
H -5.31 -1.19 1.84 0.35
H -3.18 1.46 1.34 0.62
H -3.54 1.26 -0.38 0.44
H -1.84 3.06 1.58 0.51
H -1.26 3.71 0.02 0.44
H -0.79 4.98 1.87 0.36
H 0.62 5.70 1.07 0.33
H 0.61 5.44 2.82 0.34
H 2.71 2.67 1.67 0.27
H 2.46 3.72 3.09 0.33
H 2.84 4.44 1.51 0.35
Br 1.27 -3.27 -4.58 -0.16
C 2.03 -3.22 -2.87 -0.37
C 2.96 -4.22 -2.50 -0.34
C 3.54 -4.22 -1.26 -0.12
Br 4.76 -5.59 -0.82 -0.21
C 3.22 -3.21 -0.32 0.61
C 3.76 -3.11 0.98 -0.59
C 3.37 -2.09 1.80 -1.04
C 2.45 -1.15 1.34 -0.13
N 1.92 -1.20 0.13 0.01
C 2.30 -2.22 -0.71 0.25
C 1.68 -2.21 -2.00 0.63
O 0.82 -1.25 -2.28 -0.37
H 3.20 -4.99 -3.21 0.43
H 4.47 -3.86 1.31 0.35
H 3.77 -2.00 2.81 0.43
H 2.13 -0.33 1.97 0.50
S -1.60 0.10 -4.79 0.15
S -0.95 2.04 -4.65 -0.06
S 0.99 1.92 -3.96 -0.03
S 1.02 2.59 -2.02 -0.35
O -1.68 0.31 -2.32 -0.19
N -1.94 -0.43 -3.26 0.06
```

Output
ΔE to the lowest compared entry with this formula, charge and spin, kcal/mol: 1.0
Net charge: +1

=====

# 5
Entry from OMol25: a 2-piece molecular cluster, C4H9NO overall (the ωB97M-V functional and the def2-TZVPD basis).

```
15
Properties=species:S:1:pos:R:3:mulliken_charge:R:1
H 2.60 0.11 1.45 0.20
N 1.97 -0.04 0.67 -0.48
C 1.97 0.95 -0.12 0.05
O 1.18 1.02 -1.20 -0.47
H 2.58 1.85 -0.03 0.37
H 0.57 0.26 -1.14 0.33
C -0.37 -1.55 0.05 -0.56
C -1.22 -0.68 -0.49 -0.30
C -1.84 0.45 0.29 -0.91
H 0.11 -2.34 -0.52 0.27
H -0.07 -1.48 1.09 0.24
H -1.48 -0.78 -1.54 0.42
H -2.23 1.23 -0.37 0.30
H -2.67 0.09 0.90 0.31
H -1.11 0.92 0.96 0.24
```

Output
ΔE to the lowest compared entry with this formula, charge and spin, kcal/mol: 43.2